Entry 1:
Molecular formula: C22H16Cl12O12
Method: DFT, the ωB97M-V functional and the def2-TZVPD basis

Calculated values
* SMILES string: O=C1C=C(O)C(=O)C=C1O.O=C1C=C(O)C(=O)C=C1O.O=C1C=C(O)C(=O)C=C1O.ClC(Cl)Cl.ClC(Cl)Cl.ClC(Cl)Cl.ClC(Cl)Cl
* net charge: 0
* highest occupied orbital energy: -9.688 eV
* multiplicity: 1

CARTESIAN COORDINATES (ANGSTROEM)
O1 4.35 2.69 -1.26
C1 4.59 3.00 -0.08
C2 4.62 4.37 0.44
C3 5.23 4.71 1.59
O2 5.37 6.00 2.00
C4 5.75 3.68 2.53
O3 6.32 3.96 3.57
C5 5.45 2.28 2.06
C6 4.91 1.98 0.89
O4 4.68 0.67 0.55
H1 4.42 5.24 -0.17
H2 5.74 6.12 2.88
H3 5.56 1.45 2.75
H4 4.20 0.54 -0.27
O5 -2.12 -4.25 1.26
C7 -2.49 -3.92 2.39
C8 -2.34 -4.78 3.58
C9 -2.75 -4.48 4.83
O6 -2.47 -5.18 5.98
C10 -3.41 -3.18 5.11
O7 -3.87 -2.84 6.19
C11 -3.55 -2.29 3.94
C12 -3.08 -2.63 2.74
O8 -3.09 -1.79 1.69
H5 -1.86 -5.73 3.40
H6 -1.99 -5.99 5.81
H7 -4.12 -1.38 4.04
H8 -2.70 -2.14 0.89
O9 -2.75 1.61 -3.69
C13 -1.80 1.40 -2.97
C14 -0.55 2.07 -3.28
C15 0.50 2.01 -2.46
O10 1.68 2.72 -2.66
C16 0.55 1.29 -1.17
O11 1.51 1.36 -0.37
C17 -0.65 0.45 -0.97
C18 -1.76 0.51 -1.75
O12 -2.81 -0.34 -1.57
H9 -0.52 2.62 -4.21
H10 2.31 2.51 -1.96
H11 -0.76 -0.29 -0.20
H12 -3.52 -0.15 -2.20
Cl1 -0.69 -2.59 -3.57
C19 -1.22 -3.60 -2.23
Cl2 -2.89 -3.31 -1.92
Cl3 -0.10 -3.23 -0.86
H13 -1.16 -4.63 -2.61
Cl4 0.62 0.58 -5.74
C20 1.63 0.06 -7.15
Cl5 0.64 -1.12 -8.04
Cl6 3.22 -0.59 -6.75
H14 1.82 0.96 -7.74
Cl7 0.10 -0.92 2.22
C21 1.36 -1.59 3.32
Cl8 0.97 -1.24 5.03
Cl9 2.85 -0.82 2.90
H15 1.36 -2.67 3.22
Cl10 -6.35 0.61 -1.15
C22 -6.14 2.12 -2.11
Cl11 -5.55 3.44 -0.96
Cl12 -7.72 2.68 -2.73
H16 -5.52 1.98 -3.00


Entry 2:
Molecular formula: C22H30ClIrN2Sb2
Method: DFT, the ωB97M-V functional and the def2-TZVPD basis

Calculated values
* ΔE to the lowest compared entry with this formula, charge and spin: 163.3 kJ/mol
* net charge: +2
* highest occupied orbital energy: -13.764 eV
* multiplicity: 1

CARTESIAN COORDINATES (ANGSTROEM)
Ir1 0.49 0.46 -0.06
N1 -0.53 -1.04 -1.14
C1 0.34 -2.17 -1.45
C2 -0.08 -3.42 -1.78
C3 0.88 -4.38 -2.19
C4 2.20 -4.06 -2.30
C5 2.65 -2.76 -1.96
C6 4.00 -2.33 -2.03
C7 4.32 -1.06 -1.64
C8 3.32 -0.21 -1.15
N2 2.05 -0.57 -1.07
C9 1.71 -1.82 -1.51
H1 -1.40 -1.33 -0.70
H2 -0.80 -0.65 -2.05
H3 -1.13 -3.68 -1.75
H4 0.54 -5.38 -2.44
H5 2.92 -4.79 -2.64
H6 4.76 -3.02 -2.38
H7 5.34 -0.69 -1.69
H8 3.57 0.79 -0.82
C10 0.09 3.71 2.25
Sb1 -0.87 1.89 1.73
C11 -2.85 2.54 1.35
C12 -1.12 1.07 3.71
C13 -0.30 1.87 4.67
C14 -0.87 2.93 5.36
C15 -0.09 3.77 6.15
C16 1.27 3.54 6.26
C17 1.85 2.47 5.59
C18 1.08 1.63 4.80
C19 1.67 0.42 4.13
Sb2 2.18 0.49 2.04
C20 3.09 -1.44 2.06
C21 3.86 1.79 1.94
H9 -0.46 4.17 3.07
H10 0.09 4.37 1.38
H11 1.12 3.55 2.57
H12 -3.19 2.95 2.30
H13 -3.50 1.72 1.05
H14 -2.85 3.31 0.59
H15 -0.86 0.01 3.68
H16 -2.19 1.13 3.90
H17 -1.94 3.11 5.28
H18 -0.55 4.59 6.68
H19 1.88 4.18 6.88
H20 2.91 2.27 5.72
H21 0.99 -0.43 4.20
H22 2.62 0.10 4.57
H23 4.12 -1.33 2.39
H24 3.06 -1.93 1.09
H25 2.54 -2.05 2.78
H26 4.76 1.20 2.05
H27 3.79 2.49 2.78
H28 3.87 2.36 1.02
Cl1 -0.61 3.30 -1.14
C22 -0.91 1.56 -1.19
H29 -0.83 1.30 -2.24
H30 -1.93 1.37 -0.86


Entry 3:
Molecular formula: C6H13N
Method: DFT, the ωB97M-V functional and the def2-TZVPD basis

Calculated values
* ΔE to the lowest compared entry with this formula, charge and spin: 455.2 kJ/mol
* net charge: 0
* highest occupied orbital energy: -7.154 eV
* multiplicity: 1

CARTESIAN COORDINATES (ANGSTROEM)
C1 2.72 -0.29 0.91
C2 0.34 -0.87 -1.23
C3 0.52 0.59 -1.53
N1 -0.66 0.17 -0.80
C4 -2.01 0.71 -0.79
C5 -1.22 0.51 0.48
C6 -1.52 -0.67 1.37
H1 2.49 0.72 1.26
H2 3.56 -0.25 0.21
H3 2.99 -0.92 1.76
H4 -0.05 -1.40 -2.10
H5 1.86 -0.73 0.37
H6 0.26 1.03 -2.50
H7 1.22 1.20 -0.95
H8 -2.81 0.02 -1.03
H9 -2.10 1.72 -1.17
H10 -0.80 1.39 0.96
H11 -2.25 -0.40 2.14
H12 -1.93 -1.50 0.78
H13 -0.61 -1.03 1.85


Entry 4:
Molecular formula: C2H40NO17
Method: DFT, the ωB97M-V functional and the def2-TZVPD basis

Calculated values
* ΔE to the lowest compared entry with this formula, charge and spin: 658.2 kJ/mol
* net charge: +1
* highest occupied orbital energy: -13.478 eV
* multiplicity: 1

CARTESIAN COORDINATES (ANGSTROEM)
C1 -0.29 -0.71 0.21
C2 1.99 -0.35 -0.88
N1 1.21 -0.32 0.14
H1 -0.84 0.24 0.08
H2 -0.38 -0.93 1.38
H3 -0.51 -1.59 -0.40
H4 1.58 -0.89 -1.75
H5 3.10 -0.26 -0.82
H6 1.60 0.18 0.93
H7 0.21 0.21 4.21
H8 -1.35 -0.04 4.07
O1 -0.51 0.00 3.63
H9 -1.33 -2.61 0.95
H10 -1.31 -3.87 1.97
O2 -1.24 -2.91 1.90
H11 -3.07 2.74 0.10
H12 -2.54 1.39 0.57
O3 -2.34 2.15 0.05
H13 -0.27 -4.72 -1.86
H14 1.04 -4.42 -1.62
O4 0.19 -4.12 -1.23
H15 -0.39 1.95 -1.97
H16 0.07 3.19 -1.08
O5 0.21 2.21 -1.26
H17 3.81 -0.86 1.62
H18 2.80 -1.80 2.19
O6 3.26 -1.61 1.38
H19 4.16 -3.33 -0.24
H20 2.52 -3.39 0.03
O7 3.28 -3.52 -0.51
H21 0.06 0.81 -4.25
H22 0.77 -0.59 -3.72
O8 0.64 0.36 -3.66
H23 3.26 2.30 2.60
H24 3.73 2.44 1.20
O9 3.77 1.82 1.92
H25 1.00 2.35 1.60
H26 -0.17 2.14 2.50
O10 0.68 1.74 2.28
H27 1.69 4.20 0.31
H28 3.14 3.79 -0.01
O11 2.50 3.91 0.71
H29 -2.73 -0.43 -4.31
H30 -1.32 -0.76 -3.98
O12 -1.86 0.01 -4.17
H31 -0.97 3.24 0.24
H32 -0.80 4.57 -0.30
O13 -0.43 4.04 0.42
H33 -3.28 -2.03 -1.09
H34 -3.49 -3.49 -0.63
O14 -2.83 -2.85 -0.87
H35 -0.14 -2.34 -2.37
H36 1.14 -2.66 -3.34
O15 0.22 -2.41 -3.26
H37 -2.10 0.31 2.66
H38 -2.74 1.75 2.90
O16 -2.85 0.88 2.48
H39 -5.00 2.20 0.44
H40 -5.11 0.58 0.76
O17 -4.56 1.37 0.55


F_max, record by record: 0.0850; 0.0129; 0.0088; 0.0858 Eh/bohr